(1)
Computed, not measured: a cluster of 3 separate species, C19H39F8N2O10PS in total, with wB97M-V/def2-TZVPD.

Structure (XYZ):
```
80
C19H39F8N2O10PS | OMol25 | wB97M-V/def2-TZVPD
O 0.997 1.874 2.513
S 0.388 1.126 1.446
O -0.113 -0.223 2.219
C -0.338 -1.419 1.470
C -1.684 -1.431 0.764
O -2.729 -1.597 1.712
C -3.720 -2.528 1.372
C -4.767 -1.951 0.390
F -4.371 -0.743 -0.101
F -4.885 -2.796 -0.672
C -6.198 -1.770 0.947
F -7.018 -1.457 -0.064
F -6.582 -2.959 1.454
C -6.365 -0.701 2.063
F -5.470 -0.964 3.051
F -7.611 -0.852 2.562
C -6.181 0.778 1.656
F -7.075 1.112 0.699
F -6.436 1.523 2.763
O 1.672 0.506 0.588
P 1.754 0.664 -1.096
O 0.222 0.262 -1.505
O 2.535 -0.739 -1.356
H -0.303 -2.233 2.201
H 0.464 -1.595 0.747
H -1.833 -0.482 0.231
H -1.685 -2.236 0.015
H -4.215 -2.832 2.295
H -3.306 -3.433 0.907
H -5.164 0.994 1.321
H 0.113 -0.693 -1.616
H 2.334 -1.404 -0.680
C 6.691 0.523 7.818
O 5.500 1.234 7.552
C 5.687 2.428 6.802
C 5.008 2.325 5.455
N 5.685 1.354 4.607
C 4.994 1.063 3.355
C 3.638 0.374 3.437
O 3.706 -0.958 3.928
C 3.611 -1.094 5.332
H 6.428 -0.323 8.449
H 7.160 0.149 6.901
H 7.416 1.147 8.351
H 6.753 2.638 6.675
H 5.242 3.253 7.366
H 5.038 3.303 4.965
H 3.953 2.072 5.631
H 5.796 0.492 5.126
H 5.654 0.429 2.756
H 4.868 2.001 2.804
H 3.252 0.299 2.423
H 2.906 0.954 4.006
H 2.976 -0.316 5.767
H 4.590 -1.064 5.820
H 3.162 -2.066 5.540
C -1.206 0.165 -9.553
O -0.574 0.971 -8.580
C -1.397 2.005 -8.052
C -1.645 1.784 -6.577
N -2.487 0.615 -6.364
C -2.635 0.221 -4.968
C -1.391 -0.271 -4.240
O -0.883 -1.501 -4.726
C 0.053 -1.399 -5.784
H -0.461 -0.536 -9.925
H -2.047 -0.401 -9.135
H -1.572 0.766 -10.391
H -2.346 2.055 -8.595
H -0.875 2.956 -8.191
H -2.149 2.663 -6.165
H -0.665 1.699 -6.086
H -2.101 -0.162 -6.886
H -3.382 -0.576 -4.928
H -3.046 1.069 -4.411
H -1.678 -0.456 -3.201
H -0.597 0.483 -4.216
H 0.647 -0.484 -5.707
H -0.429 -1.425 -6.765
H 0.722 -2.257 -5.715
```

Its frontier orbital gap is 8.5103 eV. The LUMO energy comes out at 0.1 eV.

(2)
Computed, not measured: a structure of composition C19H39IrO3P3S at a distorted geometry, with wB97M-V/def2-TZVPD.

Structure (XYZ):
```
66
C19H39IrO3P3S | OMol25 | wB97M-V/def2-TZVPD
P 3.681 -1.102 0.041
C 4.327 -1.164 1.761
H 5.422 -1.248 1.771
H 3.863 -2.016 2.275
H 4.001 -0.245 2.272
C 4.660 -2.377 -0.839
H 4.441 -2.278 -1.915
H 4.291 -3.361 -0.509
H 5.738 -2.274 -0.646
C 4.498 0.454 -0.527
H 5.584 0.319 -0.619
H 4.268 1.251 0.197
H 4.069 0.750 -1.496
P -1.142 3.226 -0.813
C -1.151 3.737 0.934
H -1.553 4.752 1.035
H -0.132 3.714 1.335
H -1.772 3.039 1.504
C -0.018 4.408 -1.634
H -0.068 4.296 -2.722
H 1.007 4.206 -1.307
H -0.282 5.439 -1.362
C -2.810 3.600 -1.439
H -2.982 4.686 -1.454
H -3.544 3.117 -0.784
H -2.923 3.198 -2.452
P -2.624 -1.785 0.115
C -3.200 -1.963 1.797
H -3.856 -2.836 1.891
H -3.743 -1.051 2.083
H -2.332 -2.083 2.461
C -3.903 -1.892 -1.131
H -4.422 -2.859 -1.036
H -3.457 -1.810 -2.136
H -4.621 -1.069 -0.992
C -1.293 -2.931 -0.207
H -1.702 -3.942 -0.066
H -0.485 -2.743 0.516
H -0.923 -2.824 -1.234
Ir -0.608 0.772 -1.490
C 0.337 1.011 0.115
O 0.914 1.138 1.116
C -2.033 0.015 -0.062
O -2.691 0.766 0.654
C -1.596 0.367 -3.479
C -1.016 -0.831 -3.058
C 0.343 -0.877 -2.757
C 1.105 0.294 -2.790
C 0.537 1.485 -3.247
C -0.824 1.529 -3.589
H -2.667 0.416 -3.675
H -1.612 -1.727 -2.983
H 0.818 -1.803 -2.444
H 2.144 0.275 -2.472
H 1.146 2.382 -3.295
H -1.277 2.462 -3.878
C -0.171 -0.277 4.407
S 0.871 -1.448 3.518
C 0.593 -2.906 4.563
O 0.193 -1.692 2.197
H 0.030 -0.373 5.477
H -1.225 -0.474 4.173
H 0.124 0.717 4.051
H -0.458 -2.947 4.860
H 0.870 -3.788 3.981
H 1.237 -2.826 5.442
```

As for the expectation value of S²: 8.78. The net charge is +4. Its frontier orbital gap (spin up / spin down) is 6.0310 / 4.4902 eV. As for the multiplicity: 6. The LUMO energy (spin up / spin down) comes out at -10.8 / -15.9 eV.

(3)
Computed, not measured: a structure of composition C19H39N2O3P3Pb at a distorted geometry, with wB97M-V/def2-TZVPD.

Structure (XYZ):
```
67
C19H39N2O3P3Pb | OMol25 | wB97M-V/def2-TZVPD
P -1.169 -3.882 0.598
C -2.933 -4.340 0.769
H -3.070 -5.428 0.821
H -3.497 -3.916 -0.073
H -3.305 -3.870 1.691
C -0.888 -4.389 -1.162
H 0.165 -4.211 -1.433
H -1.516 -3.771 -1.822
H -1.124 -5.455 -1.302
C -0.258 -5.259 1.401
H -0.669 -6.233 1.109
H -0.312 -5.130 2.489
H 0.798 -5.196 1.105
P 1.257 1.403 3.173
C 0.538 2.070 4.747
H 1.296 2.525 5.403
H 0.024 1.263 5.291
H -0.227 2.824 4.505
C 2.538 0.294 3.916
H 3.256 0.028 3.131
H 2.047 -0.626 4.258
H 3.055 0.780 4.757
C 2.362 2.826 2.765
H 2.928 3.161 3.647
H 1.747 3.648 2.377
H 3.047 2.505 1.970
P -0.918 3.176 -2.685
C -2.360 4.207 -2.978
H -2.301 4.568 -4.013
H -2.403 5.073 -2.302
H -3.291 3.641 -2.840
C 0.588 3.970 -3.284
H 0.343 4.406 -4.272
H 1.390 3.215 -3.403
H 0.957 4.774 -2.616
C -1.048 1.577 -3.529
H -1.508 1.786 -4.510
H -1.640 0.840 -2.954
H -0.021 1.192 -3.663
Pb 2.054 -0.633 -1.344
C -0.369 -1.040 1.605
O -1.261 -0.645 2.211
C -0.796 2.700 -0.943
O -0.837 2.202 0.112
C 4.054 0.277 -2.096
C 3.579 -0.552 -3.159
C 3.426 -1.946 -2.958
C 3.737 -2.520 -1.709
C 4.208 -1.713 -0.646
C 4.362 -0.310 -0.828
H 4.158 1.355 -2.258
H 3.346 -0.119 -4.140
H 3.136 -2.595 -3.797
H 3.696 -3.612 -1.609
H 4.505 -2.182 0.297
H 4.737 0.309 -0.009
C -5.870 0.212 -1.705
N -4.487 -0.190 -1.694
C -3.584 0.058 -0.694
N -4.132 0.576 0.468
O -2.360 -0.106 -0.856
H -6.028 1.010 -0.972
H -6.541 -0.622 -1.456
H -6.141 0.587 -2.697
H -4.070 -0.581 -2.531
H -3.492 0.562 1.253
H -5.079 0.288 0.678
```

The net charge is +4. Its frontier orbital gap (spin up / spin down) is 3.3791 / 4.2419 eV. The LUMO energy (spin up / spin down) comes out at -13.8 / -13.1 eV.

(4)
Computed, not measured: a structure of composition C19H39O3P3Zr at a distorted geometry, with wB97M-V/def2-TZVPD.

Structure (XYZ):
```
65
C19H39O3P3Zr | OMol25 | wB97M-V/def2-TZVPD
P 3.228 -0.574 0.183
C 3.827 -0.756 1.895
H 4.910 -0.583 1.907
H 3.605 -1.764 2.269
H 3.331 -0.020 2.541
C 3.880 -2.096 -0.600
H 3.712 -2.055 -1.685
H 3.336 -2.963 -0.201
H 4.953 -2.194 -0.383
C 4.408 0.667 -0.465
H 5.433 0.313 -0.275
H 4.238 1.625 0.045
H 4.245 0.811 -1.544
P -0.928 3.333 -0.649
C -0.918 4.003 1.045
H -1.350 5.017 1.031
H 0.101 4.048 1.447
H -1.509 3.360 1.707
C -0.021 4.649 -1.527
H -0.003 4.447 -2.607
H 1.018 4.681 -1.168
H -0.506 5.618 -1.335
C -2.671 3.650 -1.103
H -2.868 4.731 -1.053
H -3.330 3.121 -0.400
H -2.882 3.279 -2.115
P -2.791 -2.211 0.372
C -3.308 -2.204 2.071
H -3.945 -3.082 2.260
H -3.896 -1.304 2.284
H -2.438 -2.233 2.741
C -4.115 -2.058 -0.807
H -4.853 -2.860 -0.657
H -3.730 -2.105 -1.834
H -4.620 -1.096 -0.661
C -1.581 -3.473 0.006
H -2.074 -4.457 -0.042
H -0.819 -3.479 0.793
H -1.079 -3.272 -0.946
Zr -0.331 0.708 -1.463
C 1.132 1.138 0.462
O 1.330 1.581 1.528
C -1.783 -0.649 0.023
O -1.722 0.370 0.751
C -1.502 0.245 -3.313
C -0.839 -0.941 -2.924
C 0.553 -0.947 -2.699
C 1.305 0.235 -2.930
C 0.660 1.415 -3.371
C -0.753 1.435 -3.537
H -2.585 0.255 -3.438
H -1.422 -1.846 -2.741
H 1.051 -1.844 -2.334
H 2.386 0.212 -2.814
H 1.243 2.312 -3.586
H -1.267 2.338 -3.874
C 0.524 -2.342 4.586
C 0.304 -1.326 3.482
O 0.360 -1.919 2.154
H -0.189 -3.166 4.506
H 0.402 -1.863 5.560
H 1.542 -2.743 4.548
H -0.693 -0.875 3.552
H 1.048 -0.520 3.553
H 1.258 -1.775 1.778
```

The net charge is +4. Its frontier orbital gap (spin up / spin down) is 4.6904 / 4.6833 eV. The LUMO energy (spin up / spin down) comes out at -15.8 / -15.8 eV.

(5)
Computed, not measured: a structure of composition C19H40BBrFN3O6S at a distorted geometry, with wB97M-V/def2-TZVPD.

Structure (XYZ):
```
72
C19H40BBrFN3O6S | OMol25 | wB97M-V/def2-TZVPD
C -2.142 4.030 2.839
O -1.368 2.976 2.261
B -1.890 2.378 1.144
O -3.142 1.851 1.140
N -0.989 2.308 -0.055
Br -0.141 0.634 -0.102
S -1.610 2.786 -1.505
O -1.651 4.204 -1.495
O -0.991 2.093 -2.573
F -3.093 2.321 -1.442
H -2.381 4.795 2.104
H -1.533 4.491 3.610
H -3.054 3.656 3.301
H -3.395 1.667 2.047
C -3.188 -5.438 1.312
C -2.710 -4.066 1.863
C -3.436 -3.689 3.166
C -4.829 -3.081 3.002
C -4.814 -1.967 1.958
C -4.244 -2.436 0.623
N -2.875 -3.005 0.820
O -2.014 -2.057 0.999
C -5.214 -3.456 -0.001
C -4.170 -1.282 -0.369
C -1.234 -4.248 2.199
H -3.756 -5.354 0.391
H -2.337 -6.071 1.066
H -3.804 -5.974 2.036
H -2.819 -2.961 3.702
H -3.487 -4.573 3.803
H -5.557 -3.852 2.738
H -5.155 -2.676 3.962
H -5.824 -1.584 1.799
H -4.217 -1.129 2.334
H -4.817 -3.844 -0.940
H -6.159 -2.958 -0.216
H -5.448 -4.296 0.648
H -3.594 -0.445 0.014
H -5.177 -0.924 -0.581
H -3.718 -1.608 -1.307
H -0.644 -4.417 1.298
H -1.133 -5.119 2.846
H -0.820 -3.390 2.724
C 4.425 3.315 -3.519
C 3.989 3.040 -2.053
C 5.073 3.461 -1.048
C 6.215 2.466 -0.843
C 5.670 1.059 -0.609
C 4.729 0.613 -1.724
N 3.618 1.601 -1.887
O 2.753 1.463 -0.938
C 5.539 0.431 -3.019
C 4.143 -0.758 -1.409
C 2.769 3.924 -1.812
H 4.607 2.409 -4.088
H 3.639 3.838 -4.061
H 5.328 3.926 -3.566
H 4.596 3.621 -0.076
H 5.472 4.430 -1.354
H 6.900 2.482 -1.695
H 6.805 2.775 0.022
H 6.490 0.343 -0.527
H 5.139 1.035 0.348
H 4.888 0.149 -3.849
H 6.264 -0.370 -2.874
H 6.105 1.312 -3.310
H 3.636 -0.775 -0.446
H 4.946 -1.493 -1.377
H 3.430 -1.061 -2.177
H 1.925 3.607 -2.425
H 3.027 4.948 -2.082
H 2.454 3.920 -0.770
```

As for the expectation value of S²: 2.01. Its frontier orbital gap (spin up / spin down) is 8.2501 / 9.2220 eV. As for the multiplicity: 3. The LUMO energy (spin up / spin down) comes out at 0.1 / 0.0 eV.

(6)
Computed, not measured: a cluster of 4 separate species, C19H40BrClO6 in total, with wB97M-V/def2-TZVPD.

Structure (XYZ):
```
67
C19H40BrClO6 | OMol25 | wB97M-V/def2-TZVPD
C -6.111 4.894 -0.075
C -4.660 4.934 0.416
C -3.758 5.502 -0.704
C -4.085 3.616 1.003
C -4.496 2.294 0.350
Br -6.244 1.723 0.926
O -4.370 2.409 -1.078
C -3.072 2.169 -1.383
O -2.544 2.390 -2.423
O -2.436 1.618 -0.298
C -3.439 1.212 0.607
Cl -3.965 -0.436 0.116
H -6.818 4.703 0.737
H -6.260 4.135 -0.845
H -6.360 5.867 -0.510
H -4.644 5.647 1.248
H -3.710 6.592 -0.615
H -4.191 5.291 -1.687
H -2.737 5.117 -0.670
H -4.327 3.549 2.068
H -2.994 3.682 0.933
H -3.101 1.113 1.637
C 2.772 -2.303 0.537
C 1.468 -2.331 1.318
O 0.744 -1.115 1.279
C 0.350 -0.666 -0.008
C -0.544 -1.637 -0.757
H 3.416 -1.496 0.891
H 3.299 -3.249 0.662
H 2.607 -2.157 -0.531
H 1.678 -2.500 2.375
H 0.845 -3.168 0.984
H 1.229 -0.412 -0.611
H -0.185 0.266 0.171
H -0.033 -2.577 -0.973
H -0.850 -1.200 -1.709
H -1.437 -1.865 -0.178
C 4.603 -2.582 6.442
C 5.114 -1.183 6.138
O 5.575 -1.010 4.811
C 4.622 -1.233 3.788
C 3.406 -0.326 3.853
H 5.377 -3.323 6.238
H 4.322 -2.653 7.494
H 3.725 -2.837 5.848
H 5.978 -0.965 6.765
H 4.349 -0.437 6.381
H 4.313 -2.286 3.773
H 5.164 -1.054 2.859
H 2.823 -0.483 4.762
H 2.750 -0.517 3.004
H 3.707 0.722 3.824
C 0.304 -3.316 -6.564
C 0.599 -3.352 -5.074
O 1.809 -2.716 -4.706
C 1.909 -1.338 -5.019
C 0.840 -0.477 -4.370
H 1.124 -3.765 -7.126
H -0.609 -3.874 -6.774
H 0.160 -2.299 -6.929
H 0.718 -4.386 -4.750
H -0.243 -2.937 -4.507
H 1.916 -1.187 -6.105
H 2.892 -1.041 -4.654
H -0.162 -0.729 -4.718
H 1.014 0.575 -4.599
H 0.861 -0.605 -3.287
```

Its frontier orbital gap is 9.9937 eV. The LUMO energy comes out at 0.4 eV.

Per-record total energy, eV: -85652.43675; -67972.34162; -62527.91271; -55580.33765; -121376.69397; -115200.61904